Record 1
Density functional theory data (wB97M-V/def2-TZVPD) for a cluster of 8 separate species, C4H21NO9 in total in a non-equilibrium geometry.

Geometry as XYZ:
```
35
Properties=species:S:1:pos:R:3:nbo_charge:R:1
C 0.72325 1.68495 -3.52499 -0.747
C 0.12726 0.90354 -2.41182 0.691
N 0.97652 0.41126 -1.42276 -0.644
C 2.08133 -0.50926 -1.57836 -0.331
C 1.60599 -1.91568 -1.88920 0.423
O 2.23194 -2.66880 -2.58277 -0.499
O -1.06836 0.88495 -2.20925 -0.614
H 1.38608 2.44974 -3.14785 0.243
H 1.41952 1.31461 -4.28217 0.248
H -0.11165 2.13452 -4.05791 0.247
H 0.36964 0.22996 -0.63887 0.399
H 2.75579 -0.19116 -2.36865 0.227
H 2.63072 -0.54641 -0.63627 0.229
H 0.61009 -2.15047 -1.48010 0.121
H 0.43593 -2.28940 2.08102 0.512
H 1.25267 -0.95832 1.63415 0.494
O 0.44943 -1.33051 2.01306 -0.995
H -3.35900 1.53241 -1.54249 0.483
H -2.51008 2.40932 -0.49633 0.487
O -3.30409 1.90706 -0.66739 -0.967
H -1.64743 -2.88861 1.40039 0.493
H -2.23506 -3.27972 2.71292 0.469
O -1.57963 -3.58150 2.07366 -0.964
H 3.22097 -1.13419 3.12801 0.482
H 3.57641 -0.03023 2.24756 0.473
O 3.24627 -0.93741 2.18106 -0.945
H -2.32218 -1.29696 -0.62853 0.480
H -1.91734 -0.21254 0.36644 0.497
O -1.78413 -1.14522 0.15577 -0.971
H -1.97741 2.26821 2.70996 0.484
H -3.29094 2.84540 2.80168 0.460
O -2.42915 3.08026 2.43104 -0.948
H 0.50859 1.57797 2.12808 0.463
H -0.00573 0.23227 2.71208 0.503
O -0.06618 1.19995 2.78882 -0.982
```

Output
- SMILES: CC(=O)NCC=O.O.O.O.O.O.O.O
- Gap between HOMO and LUMO: 9.8 eV



Record 2
Density functional theory data (wB97M-V/def2-TZVPD) for a structure of composition C4H22BO19 in a non-equilibrium geometry.

Geometry as XYZ:
```
46
Properties=species:S:1:pos:R:3:nbo_charge:R:1
O -1.52680 1.40867 -2.74961 -0.634
C -1.29080 0.42667 -2.02961 0.687
O -0.92780 0.62567 -0.82061 -0.619
B -0.21980 -0.60933 -0.38061 1.148
O -0.19680 -1.45633 -1.54461 -0.593
C -0.71580 -0.82233 -2.48661 0.680
O -1.07480 -1.25933 -3.60661 -0.559
O -0.82880 -1.11533 0.86639 -0.631
C 0.06420 -0.93033 1.74739 0.672
O -0.06480 -1.21833 2.92739 -0.566
C 1.18620 -0.33233 1.20939 0.641
O 1.14120 -0.13733 -0.05461 -0.593
O 2.30120 -0.38833 1.81439 -0.588
O 3.38120 2.52067 1.61139 -0.952
H 3.99420 3.26567 1.50539 0.467
H 3.87520 1.73267 1.28639 0.486
O -1.09680 -3.35633 -5.60061 -0.963
H -0.84880 -2.84033 -4.70261 0.499
H -0.33080 -3.99333 -5.53661 0.449
O 2.52720 1.55067 -1.97961 -0.982
H 2.20920 1.32467 -1.17261 0.456
H 1.79820 2.21767 -2.37461 0.489
O 3.99020 -2.58233 2.86939 -0.953
H 3.71220 -1.81133 2.47639 0.468
H 3.96520 -2.16533 3.83439 0.478
O -2.18480 2.28767 -5.51061 -0.938
H -2.21080 2.08967 -4.65861 0.471
H -3.08680 2.43367 -5.89461 0.466
O -3.25480 -2.03533 0.40239 -0.951
H -3.45880 -1.08833 0.42439 0.454
H -2.32580 -1.95733 0.75939 0.481
O -1.43480 -3.66033 4.53439 -0.959
H -0.92780 -3.65833 3.56739 0.460
H -1.76880 -2.70633 4.45139 0.488
O -3.70880 4.11267 -2.78561 -0.954
H -3.47680 3.22567 -2.92861 0.478
H -2.95680 4.68267 -2.73161 0.476
O -1.40880 -1.00333 5.39139 -0.953
H -1.40080 -0.55433 4.60139 0.482
H -0.56580 -0.97733 5.88139 0.484
O 3.20920 -0.30233 4.65839 -0.947
H 2.83620 0.19867 3.97539 0.485
H 2.38620 -0.67333 5.05639 0.468
O 0.39320 3.29867 -2.42061 -0.957
H -0.43780 2.83867 -2.38061 0.500
H 0.76120 3.39367 -1.50161 0.476
```

Output
- Net charge: -1
- Gap between HOMO and LUMO: 9.6 eV



Record 3
Density functional theory data (wB97M-V/def2-TZVPD) for a cluster of 6 separate species, C4H22NO5 in total in a non-equilibrium geometry.

Geometry as XYZ:
```
32
Properties=species:S:1:pos:R:3:nbo_charge:R:1
C -2.84789 1.45156 -0.94225 -0.620
C -1.29945 1.11064 -1.13174 -0.031
N -0.97754 -0.00061 -0.14440 -0.523
C 0.46923 -0.37226 -0.26012 -0.494
C -1.03079 0.82183 -2.60619 -0.650
H -3.42934 1.04895 -1.76292 0.223
H -2.85031 2.53367 -0.87047 0.235
H -3.13062 1.05018 0.03473 0.215
H -0.85738 1.97088 -0.62710 0.205
H -1.09685 0.35845 0.79862 0.472
H -1.58479 -0.73791 -0.46954 0.452
H 0.76386 -1.26233 -0.80560 0.261
H 0.94368 0.47283 -0.77198 0.234
H 1.03061 -0.26748 0.68114 0.269
H -1.88013 1.10396 -3.21340 0.239
H -0.80225 -0.22619 -2.73622 0.227
H -0.28497 1.56217 -2.90977 0.246
H 4.24600 1.55394 0.48000 0.481
H 2.97075 1.95005 1.20913 0.469
O 3.29571 1.43262 0.46598 -0.948
H -1.94176 -2.65690 1.61429 0.496
H -0.51813 -2.40134 1.17854 0.486
O -1.39742 -1.99989 1.16456 -0.971
H 3.13220 -1.69709 -2.40755 0.493
H 3.36616 -2.76072 -1.21770 0.488
O 2.84386 -2.04273 -1.56154 -0.975
H 2.24147 -2.01232 1.86707 0.476
H 2.09224 -1.55467 3.28871 0.484
O 1.84714 -1.30755 2.38896 -0.954
H -0.75573 1.62786 2.92978 0.472
H -1.08412 0.26538 3.42602 0.483
O -1.47340 0.98502 2.91094 -0.941
```

Output
- Net charge: +1
- Gap between HOMO and LUMO: 11.6 eV



Record 4
Density functional theory data (wB97M-V/def2-TZVPD) for a cluster of 8 separate species, C4H22NO9S in total in a non-equilibrium geometry.

Geometry as XYZ:
```
37
Properties=species:S:1:pos:R:3:nbo_charge:R:1
O -0.53381 -1.53328 -0.76028 -0.797
C -0.99162 -0.67382 -0.01470 0.833
O -2.10868 -0.65460 0.54424 -0.774
C -0.07946 0.57438 0.28292 -0.193
C -0.75665 1.73477 -0.51149 -0.428
C 0.26213 2.86932 -0.90428 -0.529
S -0.56455 4.24075 -1.74764 -0.077
N -0.14202 0.93467 1.74530 -0.882
H 0.99073 0.58525 0.03939 0.244
H -1.55178 2.10990 0.22944 0.228
H -1.29176 1.48299 -1.40972 0.205
H 0.91853 3.19279 -0.11176 0.225
H 0.92440 2.34051 -1.65643 0.223
H -1.62425 3.64004 -2.41225 0.129
H 0.21886 1.83171 1.93699 0.352
H -1.09415 1.01344 2.15522 0.373
H 1.10929 -1.12104 -1.51672 0.498
H 1.84497 -0.74251 -2.79364 0.458
O 1.87752 -0.67556 -1.86693 -0.974
H -1.12994 -2.36238 -1.99389 0.504
H -2.23384 -3.46618 -2.31768 0.456
O -1.64641 -2.83020 -2.71222 -1.006
H -0.95610 -0.90792 2.65117 0.490
H -2.05994 -1.92914 1.94738 0.513
O -1.37577 -1.76835 2.64579 -1.008
H -2.87121 0.69318 0.87687 0.495
H -3.94806 1.64075 0.37155 0.449
O -3.57736 1.35929 1.18654 -0.999
H 2.68621 0.99858 1.53993 0.459
H 3.44531 -0.15982 0.76229 0.505
O 3.43645 0.79279 0.94406 -0.988
H 2.85049 -2.17837 0.40711 0.509
H 3.82258 -1.96114 -0.77227 0.475
O 3.70184 -1.78086 0.12966 -0.978
H 0.67732 -2.74087 0.36840 0.490
H 0.52409 -2.08530 1.62145 0.499
O 1.24665 -2.46380 1.11618 -0.981
```

Output
- Net charge: -1
- Gap between HOMO and LUMO: 9.1 eV



Record 5
Density functional theory data (wB97M-V/def2-TZVPD) for a cluster of 7 separate species, C4H22O9 in total in a non-equilibrium geometry.

Geometry as XYZ:
```
35
Properties=species:S:1:pos:R:3:nbo_charge:R:1
O -0.14207 -0.00175 2.55586 -0.975
H -0.00593 -0.60387 1.82898 0.506
H -0.76237 -0.35606 3.22739 0.474
O -0.70362 -2.82273 -3.38105 -0.938
H -0.76215 -1.99159 -2.96816 0.476
H -1.22624 -3.40517 -2.80183 0.463
O 0.17603 -1.26331 -0.16587 -1.025
H -0.69879 -1.53942 -0.45948 0.489
H 0.87196 -1.91787 -0.26845 0.506
O -2.38946 -1.50992 -1.10375 -0.960
H -2.64069 -2.24770 -0.59881 0.464
H -2.49455 -0.76999 -0.46324 0.506
O 2.34434 -2.93256 -1.07303 -0.966
H 2.62160 -3.20254 -1.93231 0.480
H 2.94991 -2.22928 -0.81463 0.490
C 3.81318 0.87610 -0.87787 -0.085
C 3.06418 0.54365 0.42817 -0.090
O 3.24712 -0.81408 0.68797 -0.772
O 5.18112 0.76255 -0.47379 -0.716
H 3.56237 1.90261 -1.16024 0.190
H 3.50126 0.14994 -1.63265 0.163
H 2.03859 0.82996 0.45562 0.178
H 3.45828 1.24263 1.16822 0.167
H 2.84269 -1.15517 1.52355 0.499
H 5.22239 -0.23284 -0.17982 0.472
C -3.31605 1.63905 1.10698 -0.078
C -3.47266 2.83642 0.18003 -0.081
O -4.38416 3.77451 0.65728 -0.707
O -2.33195 0.70374 0.70672 -0.758
H -4.24481 1.17303 1.34006 0.164
H -3.08467 2.05573 2.13792 0.147
H -3.66528 2.62974 -0.89447 0.189
H -2.63209 3.41613 0.31280 0.167
H -4.09568 4.09090 1.47881 0.460
H -1.84181 0.36915 1.45310 0.500
```

Output
- SMILES: OCCO.OCCO.O.O.O.O.O
- Gap between HOMO and LUMO: 10.3 eV



Record 6
Density functional theory data (wB97M-V/def2-TZVPD) for a cluster of 7 separate species, C4H23NO7 in total in a non-equilibrium geometry.

Geometry as XYZ:
```
35
Properties=species:S:1:pos:R:3:nbo_charge:R:1
C 6.02995 4.20531 6.62636 -0.614
C 5.11483 3.53161 7.58658 -0.057
C 5.48351 3.70839 9.09833 -0.071
O 6.80260 3.27946 9.36889 -0.563
C 7.11239 3.49299 10.75714 -0.270
N 3.73497 3.97799 7.28990 -0.870
H 5.94493 5.22090 6.86081 0.204
H 5.69387 3.84630 5.62342 0.224
H 7.04377 3.81649 6.71590 0.211
H 5.01950 2.45599 7.41430 0.188
H 4.75478 3.05500 9.60540 0.171
H 5.39541 4.76880 9.43994 0.158
H 8.11064 3.09677 11.13929 0.211
H 6.29744 3.10622 11.40221 0.177
H 7.28399 4.58438 10.88458 0.172
H 2.91880 3.30736 7.20870 0.379
H 3.44643 4.72148 7.95836 0.353
O 11.54690 2.93833 7.28582 -0.974
H 12.26463 3.51621 7.66362 0.487
H 11.64635 3.17559 6.36291 0.495
O 9.76279 4.08231 8.96850 -1.013
H 8.85529 4.01769 8.69224 0.487
H 10.29019 3.75005 8.21759 0.502
O 10.00376 3.93302 4.27784 -0.939
H 10.13520 4.54341 5.07138 0.472
H 9.94503 4.52764 3.54038 0.467
O 12.09210 3.87463 10.32468 -0.982
H 11.19072 3.52395 10.06033 0.510
H 11.77082 4.57477 10.87398 0.478
O 13.07103 4.49087 5.83220 -0.963
H 13.89799 4.04361 6.02885 0.494
H 13.18866 4.97475 5.05151 0.474
O 14.06292 3.60483 8.41606 -0.962
H 13.32641 3.59582 9.03268 0.497
H 14.23516 4.58150 8.36042 0.466
```

Output
- SMILES: COC[C@H](C)N.O.O.O.O.O.O
- Gap between HOMO and LUMO: 9.6 eV



Let's list calculated total energy in order: -896.90859; -1620.24674; -596.29056; -1295.80799; -842.69104; -747.58209 hartree.
Let's list HOMO level in order: -9.803; -8.489; -14.319; -6.458; -10.184; -9.261 eV.
Let's list energy relative to the best compared isomer or geometry (same formula, charge and spin) in order: 205.2; 459.0; 161.8; 0.0; 148.0; 192.5 kJ/mol.